Entry from OMol25: a cluster of 14 separate species, C30H36Cl52N3 in total in a non-equilibrium geometry (wB97M-V/def2-TZVPD).

The geometry in XYZ format:
```
121
Properties=species:S:1:pos:R:3:mulliken_charge:R:1
C -5.81 -3.90 0.16 -0.925
C -4.21 -4.07 -0.23 -0.236
C -3.23 -3.22 0.76 -0.214
C -3.24 -3.73 2.33 -0.437
C -2.79 -2.44 3.24 0.303
C -1.43 -2.67 4.14 -0.535
C -0.03 -2.24 3.39 -0.516
C 0.13 -0.60 3.18 0.424
C 1.68 -0.11 2.94 -0.981
C 2.03 0.34 1.41 -0.086
C 1.09 1.57 0.82 -0.532
C 1.33 1.73 -0.79 0.346
C 0.00 1.55 -1.72 -0.662
N -0.41 0.11 -1.98 -0.075
C -0.95 -0.63 -0.77 -0.154
C -2.19 0.16 -0.01 -0.074
N -3.19 0.86 -0.69 -0.696
C 0.72 -0.65 -2.70 -0.265
C 0.25 -2.13 -3.25 -0.120
N 1.09 -3.24 -3.25 -0.659
H -5.95 -3.66 1.30 0.294
H -6.32 -3.00 -0.42 0.270
H -6.36 -4.90 -0.12 0.212
H -4.11 -3.59 -1.32 0.136
H -3.92 -5.21 -0.36 0.081
H -3.61 -2.12 0.77 0.105
H -2.13 -3.35 0.35 0.230
H -2.42 -4.57 2.45 0.291
H -4.31 -4.07 2.71 0.227
H -3.69 -2.21 4.00 0.321
H -2.64 -1.45 2.61 -0.523
H -1.50 -2.01 5.13 0.270
H -1.43 -3.80 4.49 0.217
H 0.85 -2.62 4.07 0.318
H 0.03 -2.74 2.32 0.093
H -0.46 -0.36 2.19 -0.768
H -0.38 -0.09 4.14 0.495
H 1.98 0.71 3.75 0.250
H 2.37 -1.05 3.19 0.253
H 2.04 -0.58 0.67 0.221
H 3.14 0.75 1.40 0.098
H 1.52 2.56 1.35 0.462
H -0.03 1.51 1.14 0.313
H 1.70 2.86 -0.96 -0.002
H 2.25 1.06 -1.07 -0.237
H 0.27 2.00 -2.79 0.377
H -0.85 2.23 -1.29 0.403
H -1.19 0.16 -2.70 0.567
H -0.07 -0.85 0.01 -0.105
H -1.39 -1.71 -1.03 0.450
H -2.32 0.16 1.18 0.232
H -3.02 0.78 -1.71 0.237
H 1.67 -0.81 -2.03 0.290
H 0.94 0.00 -3.68 0.371
H -0.86 -2.34 -3.62 0.396
H 0.56 -4.08 -3.64 0.294
C 6.41 0.25 0.46 0.232
Cl 7.78 -0.41 -0.47 -0.073
Cl 5.28 1.07 -0.64 -0.033
Cl 5.57 -1.08 1.30 -0.088
Cl 7.02 1.42 1.66 -0.068
C 3.53 4.99 -3.35 0.269
Cl 1.95 5.24 -2.57 -0.077
Cl 4.62 6.33 -2.92 -0.050
Cl 4.23 3.45 -2.79 -0.026
Cl 3.31 4.94 -5.12 -0.112
C -2.37 -4.59 7.97 0.274
Cl -0.70 -4.65 7.37 0.022
Cl -2.93 -6.25 8.34 -0.103
Cl -2.44 -3.60 9.45 -0.099
Cl -3.43 -3.88 6.73 -0.078
C -1.78 5.63 -4.77 0.221
Cl -0.10 5.57 -5.37 -0.017
Cl -2.33 3.98 -4.40 -0.114
Cl -1.84 6.62 -3.29 -0.030
Cl -2.83 6.35 -6.01 -0.031
C -3.30 10.43 -7.78 0.320
Cl -2.54 11.39 -9.08 -0.026
Cl -4.87 11.15 -7.35 -0.089
Cl -3.55 8.76 -8.35 -0.099
Cl -2.23 10.42 -6.36 -0.097
C 1.65 -8.23 7.69 0.268
Cl 2.41 -7.27 6.39 -0.089
Cl 0.08 -7.51 8.13 -0.026
Cl 1.40 -9.90 7.12 -0.094
Cl 2.72 -8.24 9.12 -0.076
C 2.47 -2.20 8.84 0.212
Cl 2.92 -0.64 9.58 -0.097
Cl 3.60 -3.46 9.38 -0.054
Cl 0.81 -2.64 9.33 -0.025
Cl 2.54 -2.05 7.06 -0.052
C -4.49 -7.15 -2.85 0.324
Cl -5.23 -5.65 -3.48 -0.091
Cl -5.18 -7.51 -1.24 -0.082
Cl -4.83 -8.50 -3.96 -0.083
Cl -2.73 -6.93 -2.70 -0.090
C -0.72 -3.99 -6.84 0.260
Cl -0.39 -2.30 -6.41 -0.060
Cl -1.77 -4.73 -5.60 -0.023
Cl -1.55 -4.05 -8.42 -0.084
Cl 0.81 -4.89 -6.94 -0.069
C -4.92 7.95 -1.00 0.289
Cl -4.60 8.38 -2.70 -0.053
Cl -4.12 9.13 0.07 -0.087
Cl -6.68 7.98 -0.70 -0.090
Cl -4.29 6.32 -0.67 -0.079
C 8.22 4.98 -1.60 0.241
Cl 7.14 6.32 -1.17 -0.091
Cl 9.76 5.14 -0.71 -0.097
Cl 7.45 3.43 -1.17 0.031
Cl 8.54 5.01 -3.35 -0.088
C 6.56 -8.16 7.49 0.280
Cl 5.47 -6.81 7.92 -0.016
Cl 8.09 -7.99 8.38 -0.091
Cl 5.78 -9.70 7.92 -0.079
Cl 6.88 -8.12 5.74 -0.098
C 0.51 14.03 -10.16 0.328
Cl 1.93 15.04 -10.53 -0.100
Cl -0.89 14.61 -11.11 -0.084
Cl 0.85 12.34 -10.58 -0.086
Cl 0.13 14.15 -8.42 -0.074
```

Summary:
* molar mass: 2282.195 g/mol
* net charge: +1
* gap between HOMO and LUMO: 9.22 eV
* max |F|: 6.53 eV/Å
* LUMO energy: -0.110 Eh
* spin multiplicity: 1

***

Entry from OMol25: a structure of composition C19H43O2P3SY in a non-equilibrium geometry (wB97M-V/def2-TZVPD).

The geometry in XYZ format:
```
69
Properties=species:S:1:pos:R:3:mulliken_charge:R:1
Y 0.12 0.06 1.02 -0.856
P 1.95 -1.09 2.75 1.255
P 1.80 2.09 0.64 1.466
P -0.73 -2.45 0.46 1.365
H -0.62 1.96 -8.45 0.279
C -1.57 1.42 -8.32 -0.602
C -2.71 2.06 -8.03 -0.474
H -2.74 3.15 -7.90 0.257
C 3.34 -1.96 1.94 -1.252
C 2.71 0.14 3.87 -1.275
C 1.18 -2.28 3.91 -0.789
C 0.87 3.01 -0.61 -1.387
C 2.02 3.21 2.03 -1.191
C 3.38 1.64 -0.10 -1.208
C -1.97 -2.17 -0.82 -1.290
C -1.53 -3.34 1.80 -1.317
C 0.55 -3.51 -0.27 -1.269
H -1.55 0.33 -8.50 0.293
H -3.67 1.53 -7.95 0.273
H 4.00 -2.27 2.77 0.501
H 3.82 -1.25 1.25 0.259
H 2.93 -2.81 1.36 0.272
H 3.28 -0.48 4.60 0.491
H 1.90 0.71 4.38 0.320
H 3.37 0.83 3.30 0.374
H 1.82 -3.19 3.89 0.421
H 0.14 -2.54 3.58 -0.143
H 1.15 -1.80 4.90 0.442
H 1.34 4.01 -0.58 0.586
H -0.21 3.07 -0.35 0.348
H 0.95 2.53 -1.60 0.291
H 3.04 3.60 1.85 0.422
H 1.93 2.65 2.99 0.278
H 1.22 3.97 1.94 0.457
H 3.75 2.62 -0.45 0.523
H 3.21 0.93 -0.93 0.301
H 4.00 1.16 0.69 0.323
H -2.57 -3.08 -0.82 0.675
H -1.46 -1.99 -1.79 0.243
H -2.57 -1.27 -0.59 0.253
H -2.29 -3.93 1.26 0.541
H -2.01 -2.62 2.52 0.209
H -0.75 -3.95 2.30 0.443
H -0.05 -4.27 -0.80 0.494
H 1.17 -3.91 0.56 0.335
H 1.17 -2.92 -0.96 0.315
C -0.84 0.52 -1.96 -0.382
C 0.38 0.05 -2.55 0.802
C 0.42 -0.05 -3.93 -0.996
C -0.72 0.27 -4.67 -0.439
C -1.92 0.69 -4.07 -0.666
C -1.99 0.81 -2.70 0.079
O -0.99 0.68 -0.65 -0.424
H 1.69 -0.78 -0.17 0.112
H 1.26 -0.21 -1.95 0.381
H 1.35 -0.37 -4.40 0.509
H -0.69 0.21 -5.75 0.415
H -2.81 0.94 -4.63 0.518
H -2.87 1.10 -2.10 0.495
C -3.14 1.98 3.06 -1.065
S -2.50 0.34 2.87 0.562
C -2.30 -0.27 4.53 -0.994
O -0.98 0.79 2.66 -0.469
H -2.41 2.46 3.73 0.340
H -4.13 1.86 3.48 0.506
H -3.14 2.45 2.07 0.349
H -3.29 -0.28 4.95 0.543
H -1.83 -1.26 4.49 0.229
H -1.61 0.47 4.98 0.341
```

Summary:
* molar mass: 517.446 g/mol
* net charge: +3
* gap between HOMO and LUMO (alpha / beta): 3.61 / 3.93 eV
* max |F|: 2.85 eV/Å
* LUMO energy (alpha / beta): -0.438 / -0.426 Eh
* spin multiplicity: 1

***

Entry from OMol25: a structure of composition C27H71HgO25S8 in a non-equilibrium geometry (wB97M-V/def2-TZVPD).

The geometry in XYZ format:
```
132
Properties=species:S:1:pos:R:3:mulliken_charge:R:1
Hg 0.18 -0.63 0.62 6.284
C -3.79 0.04 2.96 -1.205
C -2.57 -0.86 3.08 0.650
C -2.87 -2.35 3.16 -1.006
O -1.69 -0.60 2.04 -1.242
H -4.19 -0.02 1.95 0.087
H -3.60 1.10 3.13 0.049
H -4.62 -0.27 3.59 0.456
H -2.15 -0.59 4.04 -0.218
H -3.63 -2.53 3.93 0.523
H -2.02 -3.01 3.33 0.085
H -3.24 -2.71 2.20 -0.290
O 0.31 1.56 0.95 -0.950
S -0.08 2.85 1.56 0.440
O 0.76 4.01 1.25 -0.655
O -1.63 3.17 0.94 0.034
C -2.40 4.27 1.33 -0.431
C -3.86 3.86 1.64 -0.814
C -0.41 2.72 3.40 -0.714
H -2.49 5.06 0.58 0.293
H -1.95 4.84 2.14 0.503
H -3.93 2.87 2.08 -0.052
H -4.42 3.68 0.73 0.313
H -4.51 4.46 2.28 0.382
H -1.01 1.82 3.52 -0.033
H -0.90 3.67 3.62 0.721
H 0.55 2.70 3.91 0.055
O -1.10 0.48 -1.08 -0.729
S -2.26 0.81 -1.90 0.282
O -2.21 2.05 -2.72 -0.710
O -2.74 -0.50 -2.84 0.295
C -3.77 -0.30 -3.84 -0.321
C -4.65 -1.54 -3.72 -1.082
C -3.72 0.94 -0.80 -0.270
H -3.33 -0.33 -4.83 0.210
H -4.28 0.65 -3.66 0.500
H -5.39 -1.64 -4.51 0.496
H -5.14 -1.50 -2.75 0.338
H -4.14 -2.50 -3.63 0.097
H -4.36 1.70 -1.26 0.598
H -3.32 1.34 0.13 -0.309
H -4.16 -0.04 -0.62 -0.045
O 1.44 -3.95 -1.10 -0.682
S 2.07 -3.58 0.20 0.910
O 1.62 -2.37 0.90 -0.540
O 2.23 -4.90 1.17 -0.359
C 1.34 -4.98 2.26 0.449
C 1.04 -6.51 2.42 -1.541
C 3.84 -3.43 -0.20 -1.009
H 0.42 -4.50 1.95 0.046
H 1.72 -4.58 3.20 0.201
H 0.23 -6.72 3.12 0.387
H 1.97 -7.00 2.71 0.392
H 0.79 -7.02 1.48 0.356
H 3.88 -2.69 -1.00 0.158
H 4.34 -4.34 -0.53 0.423
H 4.39 -3.12 0.69 0.354
O 1.30 -0.37 2.57 -0.683
S 1.90 -0.56 3.90 0.925
O 3.32 -0.93 4.14 -0.802
O 1.43 0.72 4.76 0.117
C 2.15 1.10 5.96 -0.562
C 3.25 2.03 5.79 -1.075
C 0.76 -1.71 4.73 -0.616
H 2.46 0.22 6.52 0.469
H 1.38 1.58 6.57 0.369
H 3.04 3.07 5.54 0.335
H 3.92 1.67 5.02 0.212
H 3.77 2.10 6.75 0.398
H 0.76 -2.60 4.11 -0.132
H -0.27 -1.39 4.89 0.155
H 1.21 -1.89 5.71 0.531
O 1.44 0.69 -3.71 -0.797
S 1.20 -0.69 -3.26 1.036
O 0.96 -1.03 -1.86 -0.696
O -0.15 -1.32 -4.04 0.279
C -0.36 -0.93 -5.40 -0.427
C -1.30 -1.97 -6.12 -1.332
C 2.49 -1.89 -3.85 -0.944
H 0.61 -0.87 -5.88 0.608
H -0.75 0.09 -5.36 0.279
H -2.16 -2.28 -5.53 0.219
H -0.69 -2.82 -6.42 0.367
H -1.68 -1.53 -7.04 0.400
H 3.46 -1.39 -3.82 0.402
H 2.21 -2.25 -4.84 0.504
H 2.51 -2.74 -3.16 0.091
O 4.29 -0.29 -1.73 -0.736
S 3.80 0.53 -0.63 0.867
O 2.67 0.06 0.18 -0.450
O 5.07 0.92 0.41 -0.377
C 4.85 1.92 1.45 0.377
C 6.09 1.74 2.34 -1.435
C 3.39 2.24 -1.31 -1.374
H 3.96 1.71 2.04 -0.083
H 4.76 2.95 1.10 0.340
H 6.05 0.71 2.72 0.312
H 6.08 2.41 3.20 0.386
H 7.02 1.80 1.77 0.385
H 4.32 2.79 -1.45 0.666
H 2.74 2.74 -0.59 0.207
H 2.92 2.21 -2.30 0.648
O 4.05 6.00 -1.77 -0.597
S 3.72 5.36 -3.05 1.069
O 4.66 4.54 -3.77 -0.582
O 2.25 4.58 -2.94 -0.210
C 1.35 5.14 -2.05 -0.451
C 0.09 4.35 -2.04 -0.541
C 3.07 6.64 -4.26 -0.935
H 1.21 6.21 -2.18 0.600
H 1.67 5.24 -1.02 0.236
H 0.28 3.32 -1.73 -0.319
H -0.38 4.21 -3.02 0.460
H -0.67 4.83 -1.43 0.232
H 3.83 7.40 -4.41 0.388
H 2.20 7.11 -3.81 0.310
H 2.69 6.22 -5.19 0.324
O -1.22 -2.24 -0.38 -0.806
S -2.00 -3.45 -0.72 0.785
O -2.01 -4.62 0.16 -0.760
O -3.61 -2.98 -0.86 0.105
C -4.60 -3.97 -0.92 -0.494
C -5.59 -3.75 0.32 -1.245
C -1.73 -3.95 -2.50 -0.553
H -4.16 -4.97 -0.98 0.502
H -5.24 -3.92 -1.80 0.338
H -5.12 -3.74 1.31 0.257
H -6.42 -4.45 0.39 0.432
H -6.05 -2.77 0.20 0.315
H -1.85 -3.07 -3.13 -0.245
H -2.48 -4.63 -2.90 0.519
H -0.68 -4.22 -2.58 0.344
```

Summary:
* molar mass: 1252.966 g/mol
* net charge: +1
* gap between HOMO and LUMO: 7.77 eV
* max |F|: 4.08 eV/Å
* LUMO energy: -0.065 Eh
* spin multiplicity: 1

***

Entry from OMol25: a structure of composition C33H38FeN3O4S3 (wB97M-V/def2-TZVPD).

The geometry in XYZ format:
```
82
Properties=species:S:1:pos:R:3:mulliken_charge:R:1
Fe -0.26 0.12 -0.02 0.749
C 2.46 -1.19 2.92 -1.089
C 1.12 -1.75 3.39 -0.624
S -0.21 -1.74 2.14 0.003
C -1.54 -0.97 3.09 -0.519
C -1.35 0.48 3.49 -1.000
S -0.84 1.62 2.16 -0.010
C 0.63 2.39 2.92 0.174
C 1.74 1.48 3.43 -1.200
S 2.42 0.43 2.12 0.185
H 3.15 -1.17 3.75 0.400
H 2.89 -1.84 2.15 0.429
H 1.26 -2.78 3.71 0.539
H 0.75 -1.20 4.26 0.324
H -2.41 -1.07 2.45 -0.006
H -1.71 -1.57 3.99 0.667
H -2.29 0.85 3.90 0.602
H -0.60 0.57 4.28 0.495
H 1.00 3.07 2.15 -0.863
H 0.27 3.01 3.75 0.835
H 2.54 2.11 3.81 0.489
H 1.40 0.86 4.25 0.638
C -1.46 2.40 -3.73 -1.562
C -1.11 1.23 -2.85 0.979
O -1.29 1.36 -1.62 -0.550
C -0.48 0.09 -3.46 -0.877
C -0.23 -1.06 -2.76 0.893
C 0.91 -1.98 -3.08 -1.384
N -0.96 -1.32 -1.63 0.016
N -2.28 -1.27 -1.76 -0.354
C -2.89 -0.87 -0.63 0.484
O -2.28 -0.35 0.35 -0.379
C -4.37 -1.00 -0.58 0.164
C -5.08 -0.25 0.35 -0.375
C -6.46 -0.36 0.42 -0.675
C -7.13 -1.23 -0.43 -0.398
C -6.42 -1.98 -1.36 -0.662
C -5.04 -1.86 -1.44 -0.318
H -0.65 3.14 -3.66 0.326
H -1.58 2.12 -4.77 0.452
H -2.37 2.87 -3.36 0.340
H 0.01 0.24 -4.41 0.390
H 1.10 -1.99 -4.15 0.448
H 1.80 -1.60 -2.57 0.227
H 0.71 -2.99 -2.74 0.334
H -4.55 0.43 1.00 0.376
H -7.02 0.23 1.14 0.402
H -8.21 -1.32 -0.37 0.383
H -6.94 -2.66 -2.02 0.395
H -4.48 -2.43 -2.16 0.456
C 9.32 1.69 1.52 -1.625
C 7.92 2.10 1.92 1.225
C 7.66 2.42 3.24 -0.957
C 6.38 2.78 3.64 -1.314
C 5.36 2.83 2.71 -0.037
C 5.61 2.53 1.37 0.383
N 4.61 2.51 0.40 -0.069
C 3.37 3.13 0.45 -1.101
C 3.18 4.35 1.11 -0.353
C 1.94 4.97 1.09 -0.778
C 0.87 4.39 0.43 -0.913
C 1.05 3.17 -0.21 -0.523
C 2.28 2.53 -0.21 1.651
C 2.45 1.21 -0.91 -0.204
O 3.51 0.95 -1.46 -0.862
O 1.44 0.40 -0.90 -0.241
C 6.90 2.17 0.97 0.646
C 7.15 1.85 -0.48 -1.773
H 9.95 1.60 2.41 0.387
H 9.78 2.42 0.86 0.357
H 9.32 0.73 1.01 0.355
H 8.46 2.37 3.97 0.332
H 6.18 3.02 4.67 0.432
H 4.35 3.08 3.02 0.335
H 4.67 1.82 -0.33 0.523
H 4.01 4.82 1.59 0.675
H 1.82 5.92 1.59 0.366
H -0.10 4.87 0.42 0.419
H 0.22 2.71 -0.71 0.726
H 6.61 2.55 -1.12 0.410
H 6.80 0.85 -0.74 0.321
H 8.20 1.91 -0.73 0.456
```

Summary:
* molar mass: 692.730 g/mol
* gap between HOMO and LUMO (alpha / beta): 7.52 / 6.31 eV
* max |F|: 0.46 eV/Å
* LUMO energy (alpha / beta): 0.010 / -0.035 Eh
* spin multiplicity: 6

***

Entry from OMol25: a cluster of 2 separate species, C5H11N4O in total in a non-equilibrium geometry (wB97M-V/def2-TZVPD).

The geometry in XYZ format:
```
21
Properties=species:S:1:pos:R:3:mulliken_charge:R:1
C 2.99 -1.39 0.49 -0.593
C 3.49 -0.50 -0.38 -0.155
C 1.63 -1.03 0.74 0.157
C -2.22 1.07 -0.25 -0.547
C -1.92 -0.46 -0.18 0.526
N 2.56 0.47 -0.50 -0.131
N 1.45 0.18 0.22 0.093
N -3.05 -1.11 -0.46 -0.348
N -1.14 1.75 0.47 -0.589
O -0.90 -0.81 0.35 -0.626
H 3.49 -2.21 1.01 0.361
H 4.51 -0.27 -0.70 0.388
H -3.30 1.14 0.11 0.310
H -2.31 1.51 -1.32 0.313
H 0.49 0.59 0.04 0.455
H -3.01 -2.14 -0.44 0.267
H -3.81 -0.79 -0.90 0.177
H -1.24 1.74 1.43 0.193
H -1.11 2.74 0.06 0.261
H 2.54 1.21 -1.07 0.102
H 0.84 -1.67 1.30 0.385
```

Summary:
* molar mass: 143.170 g/mol
* net charge: +1
* gap between HOMO and LUMO: 10.69 eV
* max |F|: 5.96 eV/Å
* LUMO energy: -0.105 Eh
* spin multiplicity: 1

***

Entry from OMol25: a structure of composition C5H11NO in a non-equilibrium geometry (wB97M-V/def2-TZVPD).

The geometry in XYZ format:
```
18
Properties=species:S:1:pos:R:3:mulliken_charge:R:1
C -1.11 0.95 0.71 -1.510
C -0.85 0.18 -1.69 -1.494
C -0.53 -0.08 -0.23 1.119
N -0.66 -1.42 0.23 -0.674
H -1.05 -2.01 -0.50 0.355
H -1.00 0.66 1.76 0.358
H -2.18 1.07 0.53 0.387
H -0.62 1.92 0.57 0.310
H -0.45 -0.59 -2.35 0.374
H -0.41 1.13 -2.01 0.341
H -1.93 0.23 -1.85 0.393
C 1.70 0.05 1.23 -1.167
C 1.17 -0.41 -0.12 0.560
O 1.82 -0.37 -1.16 -0.584
H 0.58 -1.77 0.22 0.239
H 1.06 -0.29 2.05 0.349
H 2.70 -0.37 1.35 0.373
H 1.77 1.13 1.25 0.271
```

Summary:
* molar mass: 101.149 g/mol
* gap between HOMO and LUMO: 8.64 eV
* max |F|: 7.03 eV/Å
* LUMO energy: 0.003 Eh
* spin multiplicity: 1

***

Entry from OMol25: the molecule C3H5N3 (wB97M-V/def2-TZVPD).

The geometry in XYZ format:
```
11
Properties=species:S:1:pos:R:3:mulliken_charge:R:1
N 1.43 0.68 1.54 -0.463
C 0.70 0.70 0.40 0.211
N 0.04 1.45 -0.36 -0.534
N -2.17 -0.40 -0.32 -0.556
C -1.06 -0.85 -0.75 -0.133
C 0.18 -0.02 -0.74 0.003
H 2.17 0.00 1.58 0.263
H 1.69 1.60 1.88 0.267
H -2.90 -1.09 -0.46 0.253
H -0.95 -1.84 -1.20 0.344
H 0.86 -0.25 -1.57 0.346
```

Summary:
* molar mass: 83.094 g/mol
* gap between HOMO and LUMO: 10.35 eV
* max |F|: 0.53 eV/Å
* LUMO energy: 0.029 Eh
* spin multiplicity: 1

***

Q: Number 6 is which compound?
A: C5H11NO